Below is 4 unconnected molecules or ions with the total composition C35H53FN3O10P2 in a non-equilibrium geometry, with properties calculated with wB97M-V/def2-TZVPD.

Atoms and positions in Å:
C: 3.98 5.87 0.22
C: 3.24 4.43 0.40
C: 3.70 3.56 -0.91
C: 4.95 2.61 -0.56
C: 4.53 1.07 -0.90
C: 3.96 0.42 0.47
C: 2.54 -0.29 0.21
C: 1.43 0.02 1.35
C: 0.00 0.10 0.58
C: -1.21 -0.05 1.63
C: -2.01 1.33 1.91
C: -2.56 2.05 0.58
P: -4.45 2.32 0.53
C: -4.23 4.06 -0.31
C: -5.61 4.70 -0.83
C: -4.50 3.22 2.24
C: -5.86 4.05 2.50
O: -6.96 3.44 2.64
F: -5.89 5.49 2.56
C: -4.60 1.60 -1.27
P: -4.92 -0.26 -1.31
O: -5.55 -0.56 -2.73
O: -3.48 -1.21 -1.27
O: -6.08 -0.76 -0.16
H: 5.11 5.63 0.23
H: 3.62 6.28 -0.79
H: 3.71 6.59 1.07
H: 2.10 4.57 0.33
H: 3.58 3.94 1.38
H: 2.79 3.01 -1.36
H: 4.07 4.31 -1.71
H: 5.83 2.92 -1.21
H: 5.26 2.74 0.54
H: 3.78 1.07 -1.76
H: 5.48 0.50 -1.22
H: 4.69 -0.40 0.84
H: 3.92 1.21 1.32
H: 2.72 -1.41 0.05
H: 2.11 0.13 -0.78
H: 1.65 0.97 1.95
H: 1.39 -0.91 2.03
H: -0.08 1.01 -0.11
H: -0.02 -0.85 -0.09
H: -1.95 -0.90 1.35
H: -0.72 -0.35 2.64
H: -2.83 1.06 2.68
H: -1.23 2.05 2.38
H: -2.07 3.07 0.37
H: -2.25 1.37 -0.30
H: -4.66 1.01 1.14
H: -5.91 2.44 0.50
H: -3.57 3.89 -1.25
H: -3.62 4.75 0.37
H: -5.51 5.85 -0.74
H: -5.86 4.43 -1.92
H: -6.53 4.41 -0.21
H: -3.60 3.92 2.43
H: -4.48 2.43 3.09
H: -3.68 1.79 -1.91
H: -5.49 2.08 -1.82
H: -3.58 -1.87 -2.01
H: -5.61 -1.38 0.45
C: -4.33 -3.29 -4.81
C: -5.06 -4.26 -5.50
C: -4.40 -5.32 -6.12
C: -3.01 -5.40 -6.03
C: -2.27 -4.43 -5.35
C: -2.94 -3.37 -4.74
N: -2.31 -6.53 -6.66
O: -2.98 -7.35 -7.26
O: -1.09 -6.58 -6.54
H: -4.85 -2.47 -4.33
H: -6.14 -4.20 -5.55
H: -4.97 -6.07 -6.65
H: -1.19 -4.48 -5.29
H: -2.38 -2.61 -4.21
C: 5.03 -0.49 7.09
C: 5.89 -0.54 6.00
C: 5.78 0.40 4.98
C: 4.79 1.38 5.06
C: 3.92 1.43 6.14
C: 4.04 0.48 7.16
N: 4.68 2.38 4.00
O: 5.45 2.30 3.05
O: 3.83 3.25 4.12
H: 5.12 -1.22 7.89
H: 6.66 -1.30 5.95
H: 6.46 0.35 4.13
H: 3.14 2.18 6.21
H: 3.37 0.51 8.01
C: 3.30 -6.36 -2.23
C: 3.21 -6.58 -0.85
C: 2.41 -5.75 -0.07
C: 1.70 -4.71 -0.67
C: 1.79 -4.49 -2.04
C: 2.59 -5.32 -2.82
N: 0.84 -3.86 0.15
O: 0.80 -4.07 1.35
O: 0.21 -2.98 -0.42
H: 3.91 -7.01 -2.84
H: 3.76 -7.39 -0.40
H: 2.35 -5.93 1.00
H: 1.24 -3.68 -2.52
H: 2.67 -5.15 -3.89

Values from the calculation:
Total charge ... -1
Molecular weight ... 756.77 g mol⁻¹
DFT total energy ... -83383.88860 eV
E_HOMO ... -4.475 eV

Results of the Löwdin charge analysis, in e, for atoms 1 through 99: -0.140 -0.235 -0.211 -0.213 -0.198 -0.194 -0.209 -0.190 -0.215 -0.214 -0.253 -0.332 0.432 -0.388 -0.185 -0.254 -0.362 0.013 -0.036 -0.393 0.636 -0.435 -0.237 -0.213 0.079 0.071 0.064 0.103 0.079 0.102 0.096 0.096 0.089 0.094 0.099 0.107 0.082 0.101 0.098 0.106 0.105 0.107 0.082 0.107 0.099 0.086 0.106 0.082 0.069 -0.011 0.005 0.069 0.068 0.065 0.062 0.057 0.085 0.085 0.061 0.072 0.045 0.069 -0.053 -0.059 -0.007 -0.154 -0.006 -0.060 -0.350 0.062 0.059 0.090 0.111 0.115 0.113 0.108 -0.077 -0.070 0.000 -0.140 0.003 -0.066 -0.333 0.052 0.078 0.106 0.106 0.119 0.121 0.108 -0.077 -0.072 -0.003 -0.143 0.002 -0.066 -0.331 0.074 0.063


Below is 10 unconnected molecules or ions with the total composition C40H105N5O20 in a non-equilibrium geometry, with properties calculated with wB97M-V/def2-TZVPD.

Atoms and positions in Å:
C: -1.98 -2.48 -9.29
O: -1.74 -1.11 -8.93
C: -0.41 -0.78 -8.59
C: -0.41 0.71 -8.32
N: -1.08 1.07 -7.05
C: -2.54 1.19 -7.07
C: -3.13 1.20 -5.65
O: -2.91 -0.11 -5.09
C: -3.47 -0.30 -3.78
H: -1.34 -3.26 -8.84
H: -1.88 -2.52 -10.37
H: -3.02 -2.79 -9.08
H: 0.34 -1.05 -9.39
H: -0.03 -1.33 -7.68
H: -0.93 1.26 -9.18
H: 0.60 1.10 -8.33
H: -0.70 0.40 -6.42
H: -2.96 0.33 -7.60
H: -2.82 2.09 -7.65
H: -4.12 1.56 -5.68
H: -2.63 1.93 -5.02
H: -4.51 0.03 -3.76
H: -2.94 0.25 -3.01
H: -3.35 -1.40 -3.56
C: -3.52 -10.69 4.64
O: -2.59 -9.65 4.37
C: -1.49 -10.06 3.56
C: -0.92 -8.84 2.90
N: -1.80 -8.24 1.90
C: -1.15 -7.06 1.31
C: -0.93 -5.87 2.21
O: -0.38 -4.80 1.45
C: 0.11 -3.85 2.35
H: -3.66 -11.25 3.69
H: -4.50 -10.24 4.88
H: -3.22 -11.32 5.49
H: -1.93 -10.67 2.77
H: -0.70 -10.65 4.15
H: 0.04 -8.97 2.37
H: -0.63 -8.14 3.70
H: -2.66 -7.95 2.40
H: -1.80 -6.80 0.50
H: -0.15 -7.36 0.89
H: -0.31 -6.10 3.11
H: -1.92 -5.62 2.65
H: 0.91 -4.32 2.97
H: -0.71 -3.52 2.97
H: 0.42 -2.99 1.76
C: 2.13 2.31 -0.50
O: 2.83 2.38 -1.71
C: 1.94 2.42 -2.78
C: 2.74 2.64 -4.04
N: 3.73 3.71 -3.94
C: 4.69 3.80 -5.01
C: 5.65 4.96 -4.90
O: 6.52 4.63 -3.79
C: 6.94 5.80 -3.09
H: 1.33 1.56 -0.46
H: 1.66 3.30 -0.31
H: 2.87 2.07 0.26
H: 1.27 3.31 -2.74
H: 1.29 1.50 -2.99
H: 2.09 2.96 -4.85
H: 3.27 1.70 -4.33
H: 4.21 3.65 -3.08
H: 4.11 3.92 -5.93
H: 5.23 2.88 -5.12
H: 5.21 5.97 -4.80
H: 6.27 5.08 -5.81
H: 6.13 6.37 -2.58
H: 7.38 6.55 -3.78
H: 7.72 5.46 -2.40
C: -2.56 2.83 2.94
O: -1.36 3.28 2.36
C: -0.73 4.29 3.20
C: 0.55 4.77 2.53
N: 0.52 5.61 1.34
C: -0.26 6.93 1.42
C: 0.28 7.85 0.30
O: 0.09 7.15 -0.93
C: 1.25 6.93 -1.73
H: -3.15 2.32 2.20
H: -3.08 3.75 3.27
H: -2.38 2.23 3.83
H: -0.57 3.94 4.25
H: -1.48 5.08 3.28
H: 1.18 3.92 2.29
H: 1.10 5.28 3.33
H: 0.11 5.05 0.56
H: -0.11 7.52 2.33
H: -1.33 6.75 1.33
H: 1.29 8.25 0.41
H: -0.32 8.78 0.25
H: 1.94 6.24 -1.28
H: 1.84 7.82 -1.93
H: 0.88 6.52 -2.64
C: 0.30 0.69 4.27
O: 1.45 0.26 3.60
C: 1.74 -1.08 3.87
C: 2.46 -1.20 5.23
N: 3.93 -1.18 5.08
C: 4.50 0.08 4.76
C: 4.84 0.95 6.01
O: 5.77 0.31 6.80
C: 6.35 1.20 7.78
H: 0.56 1.13 5.27
H: -0.47 -0.06 4.45
H: -0.07 1.54 3.64
H: 2.38 -1.50 3.11
H: 0.86 -1.74 3.91
H: 2.21 -2.17 5.66
H: 2.05 -0.42 5.90
H: 4.36 -1.52 5.93
H: 3.84 0.61 4.13
H: 5.43 -0.09 4.16
H: 3.87 1.11 6.52
H: 5.25 1.90 5.70
H: 5.61 1.34 8.59
H: 6.56 2.19 7.32
H: 7.23 0.75 8.14
O: -2.10 -3.18 5.04
C: -2.51 -1.95 5.59
C: -1.72 -1.59 6.85
O: -1.84 -2.64 7.79
H: -2.11 -3.83 5.73
H: -2.19 -1.26 4.79
H: -3.59 -1.96 5.79
H: -2.06 -0.64 7.33
H: -0.73 -1.42 6.56
H: -1.27 -2.41 8.52
O: -4.26 -2.43 1.55
C: -4.67 -3.18 0.40
C: -3.42 -3.50 -0.49
O: -3.08 -2.32 -1.21
H: -3.50 -2.85 1.99
H: -4.92 -4.17 0.81
H: -5.38 -2.56 -0.11
H: -3.67 -4.34 -1.12
H: -2.52 -3.83 0.10
H: -3.03 -1.59 -0.59
O: -2.11 5.57 -1.81
C: -1.50 4.53 -2.56
C: -2.30 3.20 -2.57
O: -2.67 2.80 -1.25
H: -1.34 6.02 -1.45
H: -1.32 4.85 -3.56
H: -0.53 4.37 -2.05
H: -1.59 2.45 -2.95
H: -3.20 3.37 -3.11
H: -3.06 3.61 -0.84
O: 0.40 -4.06 -3.07
C: 0.17 -2.68 -2.73
C: -0.13 -1.84 -3.92
O: 0.91 -1.38 -4.73
H: 0.68 -4.54 -2.29
H: -0.63 -2.65 -2.00
H: 1.08 -2.26 -2.26
H: -0.65 -0.99 -3.54
H: -0.84 -2.37 -4.57
H: 1.48 -2.14 -4.93
O: -1.75 -1.07 2.08
C: -0.85 -0.69 1.07
C: -1.35 0.57 0.40
O: -2.67 0.40 -0.04
H: -2.63 -0.89 1.75
H: 0.11 -0.56 1.53
H: -0.79 -1.51 0.35
H: -0.71 0.84 -0.46
H: -1.32 1.41 1.15
H: -2.84 1.15 -0.66

Values from the calculation:
ΔE to the lowest compared entry with this formula, charge and spin ... 0.1667 eV
SMILES ... COCCNCCOC.COCCNCCOC.COCCNCCOC.COCCNCCOC.COCCNCCOC.OCCO.OCCO.OCCO.OCCO.OCCO
Molecular weight ... 976.30 g mol⁻¹
DFT total energy ... -91572.46091 eV
E_HOMO ... -8.070 eV

Results of the Löwdin charge analysis, in e, for atoms 1 through 99: -0.100 -0.208 -0.243 -0.202 -0.051 -0.196 -0.204 -0.196 -0.089 0.088 0.076 0.092 0.132 0.128 0.137 0.099 0.073 0.105 0.121 0.103 0.089 0.088 0.060 0.092 -0.100 -0.210 -0.236 -0.242 -0.056 -0.216 -0.251 -0.186 -0.125 0.092 0.087 0.084 0.108 0.146 0.128 0.107 0.117 0.106 0.135 0.115 0.134 0.109 0.060 0.072 -0.093 -0.166 -0.250 -0.210 -0.065 -0.234 -0.210 -0.202 -0.120 0.072 0.085 0.093 0.108 0.145 0.117 0.128 0.091 0.123 0.112 0.123 0.121 0.086 0.086 0.086 -0.115 -0.240 -0.201 -0.219 -0.038 -0.151 -0.197 -0.239 -0.073 0.083 0.091 0.084 0.126 0.109 0.111 0.118 0.103 0.115 0.107 0.121 0.122 0.081 0.086 0.079 -0.103 -0.193 -0.225


Below is 2 unconnected molecules or ions with the total composition C6H15NSi in a non-equilibrium geometry, with properties calculated with wB97M-V/def2-TZVPD.

Atoms and positions in Å:
C: -1.26 0.58 -0.23
C: -0.25 -0.08 -0.82
C: -2.97 0.70 1.57
C: -3.64 0.01 -0.65
C: 4.99 0.05 -1.28
C: -2.46 -0.06 0.33
N: 4.21 -0.70 -0.45
Si: 3.43 -0.54 1.14
H: -1.18 1.61 -0.23
H: -0.31 -1.12 -0.89
H: -3.34 1.70 1.20
H: -3.74 0.12 1.90
H: -2.20 0.94 2.31
H: -4.66 -0.25 -0.33
H: -3.76 1.03 -0.73
H: -3.52 -0.63 -1.67
H: 5.14 -0.31 -2.26
H: 0.65 0.48 -1.12
H: 5.46 0.85 -0.92
H: -2.20 -1.06 0.46
H: 3.90 -1.59 -0.71
H: 3.13 -1.81 1.66
H: 4.58 0.05 1.73

Values from the calculation:
ΔE to the lowest compared entry with this formula, charge and spin ... 4.6637 eV
Molecular weight ... 129.28 g mol⁻¹
DFT total energy ... -15828.12891 eV
E_HOMO (spin up / spin down) ... -6.830 / -7.129 eV

For reference, the natural (NBO) charges in units of e are: -0.153 -0.397 -0.584 -0.594 -0.163 -0.277 -0.829 0.657 0.185 0.180 0.194 0.207 0.214 0.209 0.198 0.208 0.173 0.204 0.173 0.201 0.394 -0.195 -0.206


Below is a molecular structure, C3H4O2 in a non-equilibrium geometry, with properties calculated with wB97M-V/def2-TZVPD.

Atoms and positions in Å:
C: -0.44 -0.37 1.00
C: -0.16 -0.55 -0.44
C: 0.48 0.73 -0.34
H: -1.09 -0.56 -0.93
H: 0.41 -1.49 -0.88
H: 1.60 0.68 -0.39
H: 0.12 1.66 -0.88
O: -0.93 -1.06 1.81
O: 0.02 0.97 1.03

Values from the calculation:
ΔE to the lowest compared entry with this formula, charge and spin ... 1.0983 eV
Molecular weight ... 72.06 g mol⁻¹
DFT total energy ... -7269.58764 eV
E_HOMO ... -10.778 eV

For reference, the natural (NBO) charges in units of e are: 0.798 -0.579 -0.080 0.247 0.245 0.189 0.197 -0.519 -0.497


Below is 4 unconnected molecules or ions with the total composition C9H26BrN4O3 in a non-equilibrium geometry, with properties calculated with wB97M-V/def2-TZVPD.

Atoms and positions in Å:
Br: -0.16 -0.52 0.35
C: -5.25 2.46 -0.30
C: -3.76 2.60 0.04
C: -3.63 3.28 1.41
O: -2.33 3.85 1.56
C: -2.30 5.21 1.90
N: -3.12 1.29 -0.04
H: -5.69 3.42 -0.59
H: -5.84 2.02 0.51
H: -5.37 1.75 -1.12
H: -3.29 3.30 -0.65
H: -3.78 2.56 2.22
H: -4.40 4.06 1.49
H: -1.27 5.46 2.16
H: -2.96 5.43 2.76
H: -2.65 5.84 1.07
H: -3.54 0.67 0.64
H: -2.14 1.37 0.23
C: 1.92 -4.04 0.10
C: 2.32 -3.61 -1.32
C: 2.95 -4.78 -2.07
O: 4.15 -5.18 -1.44
C: 5.13 -5.57 -2.34
N: 1.12 -3.18 -2.06
H: 1.35 -3.26 0.60
H: 2.85 -4.21 0.64
H: 1.38 -4.99 0.04
H: 3.07 -2.82 -1.20
H: 3.16 -4.43 -3.10
H: 2.25 -5.62 -2.12
H: 4.84 -6.45 -2.94
H: 6.02 -5.86 -1.79
H: 5.41 -4.73 -2.99
H: 0.90 -2.27 -1.62
H: 1.46 -2.86 -2.97
C: 1.51 2.98 1.81
O: 1.80 4.13 2.15
N: 2.48 2.00 1.62
N: 0.24 2.54 1.63
H: 2.21 1.17 1.10
H: 3.41 2.31 1.44
H: -0.53 3.14 1.86
H: 0.09 1.56 1.34

Values from the calculation:
ΔE to the lowest compared entry with this formula, charge and spin ... 0.0000 eV
Total charge ... -1
Molecular weight ... 318.24 g mol⁻¹
DFT total energy ... -91903.25675 eV
E_HOMO ... -4.834 eV

For reference, the natural (NBO) charges in units of e are: -0.926 -0.621 -0.076 -0.067 -0.566 -0.241 -0.826 0.199 0.194 0.224 0.189 0.176 0.158 0.210 0.155 0.156 0.345 0.394 -0.619 -0.064 -0.060 -0.546 -0.236 -0.833 0.249 0.201 0.192 0.163 0.152 0.171 0.155 0.182 0.158 0.397 0.328 0.775 -0.724 -0.862 -0.876 0.405 0.378 0.412 0.424


Below is C22H19N3O5 in the gas phase in a non-equilibrium geometry, with properties calculated with wB97M-V/def2-TZVPD.

Atoms and positions in Å:
C: 3.66 3.34 -6.03
C: 2.33 2.68 -5.95
C: 1.34 3.39 -6.89
O: 2.58 1.27 -6.35
C: 2.54 0.56 -5.17
C: 2.80 -0.74 -4.98
C: 2.56 -1.29 -3.69
C: 2.09 -0.49 -2.63
C: 1.90 -1.00 -1.25
N: 0.98 -0.36 -0.55
C: 0.88 -1.10 0.58
C: -0.16 -0.64 1.62
C: -0.91 0.54 1.37
C: -1.71 1.12 2.38
C: -2.15 0.30 3.47
C: -1.44 -0.93 3.66
C: -1.60 -1.92 4.67
C: -2.47 -1.64 5.92
C: -3.96 -1.60 5.63
C: -4.73 -1.03 6.77
O: -4.21 -0.15 7.50
O: -5.92 -1.51 7.01
C: -0.78 -2.98 4.41
N: -0.16 -2.71 3.18
C: -0.47 -1.42 2.79
N: 1.65 -2.24 0.65
O: 2.22 -2.21 -0.68
C: 1.83 0.91 -2.91
C: 2.08 1.44 -4.22
O: 1.81 2.69 -4.65
H: 4.29 2.90 -5.19
H: 4.24 3.25 -7.00
H: 3.47 4.38 -5.91
H: 1.13 4.48 -6.59
H: 1.59 3.32 -7.95
H: 0.34 2.84 -6.79
H: 3.25 -1.37 -5.74
H: 2.76 -2.35 -3.58
H: -0.59 1.04 0.51
H: -2.13 2.04 2.08
H: -2.99 0.72 4.12
H: -2.21 -2.50 6.57
H: -1.98 -0.77 6.37
H: -4.27 -2.62 5.50
H: -4.31 -1.03 4.70
H: -6.25 -1.17 7.86
H: -0.79 -3.84 5.01
H: 0.53 -3.29 2.59
H: 1.36 1.66 -2.24

Values from the calculation:
ΔE to the lowest compared entry with this formula, charge and spin ... 5.0724 eV
SMILES ... CC1(C)Oc2ccc(-c3nc(-c4cccc5c(CCC(=O)O)c[nH]c45)no3)cc2O1
Molecular weight ... 405.41 g mol⁻¹
DFT total energy ... -37827.62252 eV
E_HOMO ... -7.888 eV

For reference, the natural (NBO) charges in units of e are: -0.654 0.506 -0.652 -0.488 0.234 -0.274 -0.151 -0.144 0.544 -0.508 0.335 -0.124 -0.175 -0.239 -0.171 -0.140 -0.057 -0.417 -0.512 0.786 -0.628 -0.662 -0.046 -0.556 0.225 -0.184 -0.304 -0.217 0.297 -0.475 0.221 0.236 0.216 0.232 0.232 0.226 0.238 0.227 0.230 0.212 0.229 0.213 0.245 0.231 0.245 0.505 0.218 0.446 0.246


Below is 4 unconnected molecules or ions with the total composition C8H20ClN2O3S in a non-equilibrium geometry, with properties calculated with wB97M-V/def2-TZVPD.

Atoms and positions in Å:
Cl: -14.27 8.04 7.02
C: -11.80 6.19 4.46
C: -10.67 7.07 5.05
O: -9.56 7.03 4.50
N: -10.98 7.75 6.10
C: -10.04 8.59 6.88
H: -11.63 5.13 4.64
H: -11.88 6.38 3.39
H: -12.70 6.25 5.07
H: -11.94 7.71 6.40
H: -8.97 8.52 6.67
H: -10.15 8.23 7.90
H: -10.41 9.61 6.83
C: -16.88 11.19 8.10
C: -16.46 10.85 9.47
O: -16.95 11.57 10.29
N: -15.60 9.83 9.67
C: -15.26 9.27 10.97
H: -16.62 10.49 7.31
H: -16.65 12.20 7.79
H: -17.97 11.16 8.16
H: -15.19 9.37 8.87
H: -15.22 8.19 10.98
H: -15.96 9.57 11.75
H: -14.28 9.72 11.16
C: -12.21 7.06 9.71
S: -10.99 7.91 10.82
O: -11.78 8.57 11.98
C: -10.33 6.31 11.48
H: -13.14 7.61 9.59
H: -12.47 6.07 10.09
H: -11.84 6.86 8.71
H: -9.91 5.71 10.68
H: -11.17 5.77 11.92
H: -9.51 6.40 12.19

Values from the calculation:
ΔE to the lowest compared entry with this formula, charge and spin ... 1.1051 eV
Total charge ... -1
Molecular weight ... 259.78 g mol⁻¹
DFT total energy ... -41103.26490 eV
E_HOMO ... -5.578 eV

For reference, the natural (NBO) charges in units of e are: -0.939 -0.714 0.670 -0.701 -0.615 -0.420 0.216 0.225 0.238 0.449 0.226 0.185 0.206 -0.702 0.661 -0.669 -0.624 -0.423 0.225 0.222 0.222 0.443 0.197 0.212 0.214 -0.821 1.173 -0.967 -0.807 0.284 0.214 0.244 0.222 0.227 0.227